{"formula": "C6H15NS", "method": "ωB97M-V/def2-TZVPD", "species": ["S", "N", "C", "C", "C", "C", "C", "C", "H", "H", "H", "H", "H", "H", "H", "H", "H", "H", "H", "H", "H", "H", "H"], "xyz": [[-0.601116, 3.777714, -0.352224], [0.315708, -1.260540, 0.333028], [-0.779053, 0.564565, -1.019524], [0.547205, 1.361799, -0.906574], [-0.885895, -0.459089, 0.125217], [0.515465, -2.245927, -0.733372], [0.148271, -1.997089, 1.616510], [0.566542, 2.454583, 0.162041], [0.724215, -1.814464, -1.722188], [0.315629, 1.967010, 1.112422], [0.906322, 1.817651, -1.848285], [1.573644, 2.802472, 0.411742], [1.319377, 0.636761, -0.578263], [1.321533, -2.949560, -0.465740], [-0.963920, 0.039627, 1.150829], [-0.870350, 4.301808, 0.855714], [-1.627686, 1.266836, -0.937494], [-0.774778, -2.513055, 1.928446], [-0.329108, -2.919336, -0.901547], [0.401761, -1.234372, 2.349082], [-0.893761, 0.230320, -2.066392], [0.886029, -2.824290, 1.538228], [-1.816035, -1.003423, -0.051655]], "atomic_forces_ev_per_a": [[0.389, -0.152, 0.495], [-1.453, -1.878, -0.348], [0.371, 1.470, 0.039], [0.863, -0.137, -0.019], [0.299, 1.210, 0.650], [0.283, -0.499, -0.394], [1.632, -0.111, -0.491], [-0.267, -0.602, 0.682], [0.143, 0.247, 0.442], [-0.734, 0.340, -0.093], [-0.434, -0.397, 0.147], [-0.068, 0.363, -0.774], [-0.244, 0.334, -0.414], [0.053, 0.608, -0.133], [-0.432, -0.048, -1.523], [0.080, -0.054, -0.104], [0.254, -0.206, 0.233], [-0.390, 0.523, -0.806], [-0.566, 0.081, 0.163], [0.106, -0.473, 0.608], [0.228, -0.723, 0.648], [-0.104, 0.706, 0.741], [-0.007, -0.604, 0.252]], "lowdin_charge": [0.697, -0.269, -0.206, -0.306, -0.241, -0.116, -0.105, -0.562, 0.083, 0.068, 0.105, 0.071, 0.103, 0.080, 0.130, -0.158, 0.080, 0.086, 0.081, 0.078, 0.110, 0.080, 0.114], "homo_energy_ev": -8.93, "smiles": "CN(C)CCCCS", "energy_ha": -690.50292, "e_lumo_ev": 0.9, "spin_multiplicity": 1, "homo_lumo_gap_ev": 9.873}